Entry 1:
Entry from OMol25: a structure of composition C13H30BeBrCl2F2KLiNO10P3 at a distorted geometry (the ωB97M-V functional and the def2-TZVPD basis).

Its HOMO-LUMO gap is 3.82 eV. The value obtained for the total energy is -6660.19487 a.u.

ORCA input file:
```
! RIJCOSX wB97M-V def2-TZVPD def2/J DEFGRID3
* xyz 1 1
C 0.4454 -1.6429 1.0252
C 0.0380 -0.7007 2.1351
F 0.2275 -1.5427 3.3107
O -1.2408 -0.3840 2.2157
P -1.3932 0.9090 3.4237
O 0.3773 1.2170 3.4747
C 1.0212 0.4451 2.4532
P 1.3704 1.6832 1.0545
O 2.7655 2.4617 1.5261
O 0.3042 2.9009 1.1830
P 2.5976 -0.5726 2.9763
O 3.4480 0.3559 4.0762
Br 3.9480 -0.8028 1.0645
H -0.4252 -2.1904 0.6966
H 1.1411 -2.3704 1.4149
H 0.9151 -1.1221 0.1989
H -2.8314 0.7348 3.3666
H -1.5847 1.8133 2.3281
H -1.5908 2.1266 4.2982
H -1.3869 0.0466 4.5349
H 2.6133 2.9976 2.3127
H 0.7114 3.6472 1.6375
H 4.3573 0.2195 3.7904
N 5.7074 -3.0621 2.5788
H 6.2056 -3.8563 2.1782
H 5.3572 -2.4336 1.8217
H 4.9003 -3.3922 3.1228
H 6.3303 -2.5413 3.1941
Be 1.0382 -3.6360 -0.4234
C 1.6274 -4.3858 -3.9170
O 1.6761 -4.3567 -2.6271
H 1.8137 -3.4208 -4.4620
H 2.3343 -5.1035 -4.4254
H 0.6082 -4.7256 -4.3863
Cl 1.6028 3.6010 -1.8560
C 0.4013 4.3981 -2.9053
C -0.7694 4.8918 -2.0993
Cl -1.7102 3.5376 -1.4244
H 0.0938 3.6836 -3.6630
H 0.8931 5.2335 -3.3993
H -1.4381 5.4757 -2.7284
H -0.4436 5.5157 -1.2717
C -6.7421 0.6174 -0.5640
C -6.6137 -0.4058 0.2753
C -5.3200 -0.6940 0.9484
O -5.2033 -1.6259 1.7110
C -4.1746 0.2059 0.6491
C -4.3067 1.2290 -0.1915
C -5.5988 1.5169 -0.8633
O -5.7161 2.4513 -1.6255
H -7.6746 0.8442 -1.0648
H -7.4342 -1.0726 0.5074
H -3.2399 -0.0207 1.1498
H -3.4862 1.8948 -0.4238
O 0.5131 -6.3606 -5.0021
H 0.4103 -7.1466 -4.4429
K 3.5894 2.6924 4.6220
C 1.4163 -0.0683 -5.3337
O 0.9667 -1.3398 -5.7916
H 2.0230 -0.2297 -4.4465
H 2.0244 0.4276 -6.0946
H 0.5699 0.5730 -5.0730
H 0.4299 -1.1963 -6.5754
F 3.4501 -1.7759 5.2022
Li -1.9396 3.8306 4.6226
*
```

These are the Mulliken partial charges, in e, on atoms 1 to 2: atom 1 (C): -1.786, atom 2 (C): 0.812

=====

Entry 2:
Entry from OMol25: the molecule C9H12O2 at a distorted geometry (the ωB97M-V functional and the def2-TZVPD basis).

Its HOMO-LUMO gap is 10.05 eV. The value obtained for the total energy is -500.46806 a.u. Its structure (SMILES) is C[C@@H](CO)Oc1ccccc1. The energy relative to the best compared isomer or geometry (same formula, charge and spin) comes out at 402.6 kJ/mol.

ORCA input file:
```
! RIJCOSX wB97M-V def2-TZVPD def2/J DEFGRID3
* xyz 0 1
C -0.5035 2.0384 -1.3028
C -1.5137 1.1062 -0.8408
C -1.6318 -0.1149 -1.6563
O -0.3788 -0.7483 -1.9759
O -1.2025 0.9061 0.6051
C -0.0959 0.0623 0.7942
C -0.2169 -1.2967 0.8369
C 0.8026 -2.2660 1.1723
C 1.9976 -1.7316 1.7294
C 2.1476 -0.3540 1.7693
C 1.1865 0.5356 1.2730
H -0.4536 2.9728 -0.6759
H 0.6378 1.5345 -0.9857
H -0.5484 2.3487 -2.3800
H -2.5332 1.4994 -0.7173
H -2.5537 -0.5975 -1.1739
H -2.0450 0.1524 -2.5650
H 0.4131 -0.5850 -1.0931
H -1.2394 -1.6199 0.7409
H 0.4220 -3.4314 0.9488
H 2.9845 -2.1370 2.1751
H 3.0683 0.1687 2.0983
H 1.2566 1.5570 1.2234
*
```

These are the Mulliken partial charges, in e, on atoms 1 to 2: atom 1 (C): -0.918, atom 2 (C): 0.219

=====

Entry 3:
Entry from OMol25: a structure of composition C5H17LaN3OSi2 at a distorted geometry (the ωB97M-V functional and the def2-TZVPD basis).

Its HOMO-LUMO gap is 2.14 eV. The value obtained for the total energy is -1049.34974 a.u.

ORCA input file:
```
! RIJCOSX wB97M-V def2-TZVPD def2/J DEFGRID3
* xyz 3 1
N -2.2166 -3.1891 -2.6188
C -2.0479 -1.8004 -2.6794
N -3.3174 -0.9751 -2.7418
N -0.6256 -1.2020 -2.6453
C -0.3121 -1.1125 -1.1673
C 1.2659 -1.3292 -0.7766
C 2.0616 0.1013 -0.4344
C 1.5656 0.5327 1.0733
Si 1.6501 2.4230 1.4374
O 0.0683 3.0643 1.8621
Si -0.6306 2.2509 3.2549
H -3.2392 -3.4114 -2.6491
H -3.8645 -1.0626 -1.8359
H -3.1384 0.0289 -2.9654
H -0.7568 -0.2093 -3.0064
H -0.9563 -1.9275 -0.5867
H -0.6344 -0.0662 -0.7500
H 1.2732 -1.9226 0.2590
H 1.8762 -1.9886 -1.5447
H 3.2333 -0.1093 -0.3471
H 1.8966 0.9200 -1.2583
H 0.4977 0.0555 1.2335
H 2.2778 -0.0248 1.8493
H 2.3001 3.1694 0.3295
H 2.5325 2.5864 2.6056
H -2.0902 2.0734 3.0447
H -0.3734 2.8989 4.5350
H -0.0857 0.8777 3.3000
La 1.7901 -0.6516 3.2228
*
```

These are the Mulliken partial charges, in e, on atoms 1 to 2: atom 1 (N): -0.497, atom 2 (C): 0.355

=====

Entry 4:
Entry from OMol25: a cluster of 2 separate species, C4H9NO in total at a distorted geometry (the ωB97M-V functional and the def2-TZVPD basis).

Its HOMO-LUMO gap is 8.45 eV. The value obtained for the total energy is -287.73726 a.u. Its structure (SMILES) is C=C/C=C/N.O. The energy relative to the best compared isomer or geometry (same formula, charge and spin) comes out at 249.9 kJ/mol.

ORCA input file:
```
! RIJCOSX wB97M-V def2-TZVPD def2/J DEFGRID3
* xyz 0 1
C 1.4775 3.0091 1.4377
C 1.0347 2.1640 0.4956
C 0.1603 1.0298 0.7680
C -0.3934 0.2521 -0.2037
N -0.5629 -1.1265 0.0155
H 1.9981 3.8591 1.0114
H 1.6082 2.7902 2.4857
H 1.3135 2.3009 -0.5444
H 0.2072 0.4748 1.7066
H -0.6459 0.6788 -1.1645
H -1.4060 -1.5373 -0.3717
H -0.5703 -1.2911 1.0177
O -1.3039 -3.9355 -2.5240
H -1.9871 -4.6294 -2.4899
H -0.9299 -4.0391 -1.6402
*
```

These are the Mulliken partial charges, in e, on atoms 1 to 2: atom 1 (C): -0.798, atom 2 (C): -0.144

=====

Entry 5:
Entry from OMol25: the molecule C4H10N2O2 at a distorted geometry (the ωB97M-V functional and the def2-TZVPD basis).

Its HOMO-LUMO gap is 9.74 eV. The value obtained for the total energy is -418.25573 a.u. Its structure (SMILES) is C=C([C@H](C)O)N(N)O. The energy relative to the best compared isomer or geometry (same formula, charge and spin) comes out at 538.8 kJ/mol.

ORCA input file:
```
! RIJCOSX wB97M-V def2-TZVPD def2/J DEFGRID3
* xyz 0 1
C 0.5817 -1.6688 0.0792
C 0.1041 -0.4517 -0.0572
C -0.8685 0.4036 0.5977
C -0.5812 0.0328 2.2378
O -2.1881 0.0790 0.2981
N 0.3633 0.3324 -1.4832
N 0.9922 1.5460 -1.2700
O 1.1862 -0.4859 -2.3772
H 1.2180 -2.0793 -0.6931
H 0.4194 -2.2471 0.9714
H -0.6396 1.4666 0.4721
H 0.4493 0.2395 2.5077
H -0.8795 -0.9892 2.4465
H -1.2533 0.7015 2.7676
H -2.4437 0.5531 -0.5008
H 1.9402 1.4310 -0.9037
H 1.0480 2.0679 -2.1414
H 0.5514 -0.9314 -2.9515
*
```

These are the Mulliken partial charges, in e, on atoms 1 to 2: atom 1 (C): -0.790, atom 2 (C): 0.286

=====

Entry 6:
Entry from OMol25: a cluster of 2 separate species, C4H4O3 in total at a distorted geometry (the ωB97M-V functional and the def2-TZVPD basis).

Its HOMO-LUMO gap (alpha / beta) is 7.10 / 6.95 eV. The value obtained for the total energy is -380.34555 a.u. The energy relative to the best compared isomer or geometry (same formula, charge and spin) comes out at 529.0 kJ/mol.

ORCA input file:
```
! RIJCOSX wB97M-V def2-TZVPD def2/J DEFGRID3
* xyz 0 1
C -1.8709 0.2320 0.0445
C 0.0838 -0.3246 -1.0564
O 0.0792 -1.2023 -1.8434
C 0.7020 0.0333 0.2230
O -0.1356 0.5035 1.0262
C 2.1560 0.0131 0.4650
O 2.9571 0.1208 -0.4364
H -2.2747 0.2086 1.0518
H -2.1601 -0.6360 -0.5458
H -1.9770 1.1910 -0.4524
H 2.4403 -0.1392 1.5238
*
```

These are the Mulliken partial charges, in e, on atoms 1 to 2: atom 1 (C): -0.803, atom 2 (C): 0.179